[1]
Here is C16H17NO4S in the gas phase from the OMol25 dataset. Energies are from ωB97M-V with the def2-TZVPD basis set.

Kohn-Sham gap, eV: 8.730
Largest force on an atom, eV/Å: 16.69

ORCA input file:
```
! wB97M-V def2-TZVPD RIJCOSX def2/J DEFGRID3
* xyz 0 1
C -0.97 -1.75 -0.02
H -1.02 -2.18 0.88
H 0.21 -1.56 -0.30
H -1.38 -2.45 -0.89
C -1.65 -0.55 -0.37
N -1.16 0.42 0.86
S -0.47 1.79 0.48
O -0.32 2.78 1.35
O -1.07 2.47 -0.96
C 1.26 1.25 -0.14
C 2.00 1.07 0.90
C 3.19 0.43 0.46
C 3.69 0.02 -0.90
C 2.84 0.74 -1.75
C 1.59 1.19 -1.59
H 0.85 1.55 -2.09
H 3.18 0.40 -2.76
O 4.82 -0.43 -1.07
C 5.60 -0.97 -0.18
C 5.43 -0.21 1.29
H 5.91 -0.78 1.90
O 4.01 0.04 1.74
H 5.94 0.83 1.06
H 6.46 -1.20 -0.27
H 5.00 -1.87 -0.19
H 1.84 0.99 1.90
H -1.64 0.42 1.64
C -3.15 -0.20 -0.15
C -4.00 -1.48 0.46
C -5.27 -1.39 0.52
C -5.94 -0.07 0.05
C -5.25 0.87 -0.49
C -3.82 0.85 -0.45
H -3.29 1.53 -0.84
H -5.76 1.75 -0.63
H -6.99 0.08 0.22
H -5.84 -2.19 0.63
H -3.44 -2.34 0.89
H -1.41 0.13 -1.16
*
```

Atom charges from the Mulliken analysis, given in e for atoms 1 to 2: -1.300, 0.481



[2]
Here is C5H8N2S4 in the gas phase from the OMol25 dataset. Energies are from ωB97M-V with the def2-TZVPD basis set.

Kohn-Sham gap, eV: 7.497
Largest force on an atom, eV/Å: 5.39

ORCA input file:
```
! wB97M-V def2-TZVPD RIJCOSX def2/J DEFGRID3
* xyz 0 1
C 0.05 1.73 -0.46
C -2.28 -2.17 0.72
C -1.45 -1.17 0.77
C 2.39 -0.53 -0.10
C -1.33 -0.22 -0.54
N 1.20 2.37 -0.75
N -0.07 0.40 -0.73
S -1.22 2.68 0.21
S 1.21 -0.36 -1.48
S 3.92 -0.52 -0.47
S 1.60 -0.38 1.50
H -2.53 -2.91 1.37
H -2.68 -2.27 -0.37
H -0.97 -0.86 1.63
H -2.07 0.63 -0.43
H -1.60 -0.85 -1.41
H 1.30 3.31 -0.53
H 1.94 1.91 -1.17
H 2.61 -0.78 2.22
*
```

Atom charges from the Mulliken analysis, given in e for atoms 1 to 2: 0.591, -0.875



[3]
Here is 2 unconnected molecules or ions with the total composition C3H10N2O from the OMol25 dataset. Energies are from ωB97M-V with the def2-TZVPD basis set.

Kohn-Sham gap, eV: 8.430
Largest force on an atom, eV/Å: 3.72

ORCA input file:
```
! wB97M-V def2-TZVPD RIJCOSX def2/J DEFGRID3
* xyz 0 1
C -1.56 -0.64 0.42
C -0.39 0.01 -0.27
C 0.47 0.78 0.42
N 1.16 1.88 -0.12
N -0.67 0.37 -1.71
H -1.98 -1.43 -0.10
H -1.17 -0.99 1.38
H -2.42 -0.03 0.65
H 0.71 0.67 1.45
H 1.13 2.10 -1.07
H 2.09 1.94 0.32
H -0.84 1.37 -1.92
H -1.21 -0.34 -2.13
H 1.13 -2.00 0.29
H 2.22 -1.69 1.15
O 1.32 -2.00 1.24
*
```

Atom charges from the Mulliken analysis, given in e for atoms 1 to 2: -1.213, 0.407



[4]
Here is a molecular structure, C39H29BeBrF3N2O2 from the OMol25 dataset. Energies are from ωB97M-V with the def2-TZVPD basis set.

Kohn-Sham gap (alpha / beta), eV: 6.967 / 5.086
Largest force on an atom, eV/Å: 0.94

ORCA input file:
```
! wB97M-V def2-TZVPD RIJCOSX def2/J DEFGRID3
* xyz -1 1
Be -0.83 -0.42 -1.75
O -3.72 3.70 -1.35
C -4.39 2.62 -0.86
C -5.55 2.85 -0.14
C -6.27 1.79 0.39
C -5.83 0.49 0.20
C -4.68 0.26 -0.54
C -3.95 1.31 -1.07
C -2.69 1.04 -1.88
O -2.32 -0.27 -1.95
N -1.60 1.88 -1.31
N -0.35 1.18 -1.44
C 0.66 1.94 -1.02
C 2.03 1.63 -0.90
Br 2.51 -0.23 -0.82
C 3.06 2.51 -0.67
C 3.05 3.95 -0.80
C 3.99 4.69 -0.06
C 4.08 6.06 -0.17
C 3.25 6.75 -1.05
C 2.33 6.03 -1.80
C 2.22 4.66 -1.68
H -2.85 3.41 -1.68
H -5.87 3.88 0.00
H -7.17 1.99 0.96
H -6.38 -0.34 0.62
H -4.31 -0.75 -0.71
H -2.87 1.44 -2.90
H -1.78 2.02 -0.32
H 0.43 2.98 -0.81
H 4.00 2.08 -0.35
H 4.64 4.16 0.63
H 4.81 6.60 0.42
H 3.34 7.82 -1.16
H 1.69 6.56 -2.51
H 1.51 4.12 -2.30
C 2.32 1.82 5.28
C 2.35 2.64 4.15
C 1.69 2.25 3.00
C 0.98 1.05 2.94
C 0.97 0.23 4.07
C 1.63 0.62 5.23
C 0.25 0.71 1.71
C -0.54 -0.27 1.42
C -1.45 -1.30 1.53
C -2.72 -1.06 2.13
C -3.65 -2.06 2.23
C -3.40 -3.33 1.73
C -2.16 -3.59 1.14
C -1.20 -2.61 1.05
H 2.83 2.13 6.18
H 2.89 3.57 4.17
H 1.73 2.89 2.12
H 0.43 -0.71 4.04
H 1.60 -0.02 6.10
H 0.47 1.44 0.91
H -2.94 -0.06 2.50
H -4.60 -1.85 2.71
H -4.16 -4.10 1.77
H -1.95 -4.57 0.74
H -0.24 -2.83 0.59
F 3.93 -8.07 -1.17
C 3.48 -7.83 -2.42
F 4.57 -7.78 -3.21
F 2.77 -8.92 -2.79
C 2.67 -6.57 -2.48
C 1.29 -6.61 -2.39
C 0.57 -5.44 -2.35
C 1.21 -4.20 -2.40
C 2.61 -4.17 -2.51
C 3.33 -5.35 -2.56
C 0.49 -2.97 -2.31
C -0.05 -1.89 -2.17
H 0.78 -7.57 -2.36
H -0.51 -5.46 -2.29
H 3.11 -3.21 -2.56
H 4.41 -5.32 -2.65
*
```

Atom charges from the Mulliken analysis, given in e for atoms 1 to 2: -0.936, -0.697



[5]
Here is a molecular structure, C7H9NO4Pd from the OMol25 dataset. Energies are from ωB97M-V with the def2-TZVPD basis set.

Kohn-Sham gap (alpha / beta), eV: 10.074 / 5.208
Largest force on an atom, eV/Å: 9.15

ORCA input file:
```
! wB97M-V def2-TZVPD RIJCOSX def2/J DEFGRID3
* xyz 2 3
O 2.57 -3.99 -0.14
C 1.60 -3.37 -0.10
Pd 0.06 -2.39 -0.02
C -1.02 -2.96 1.38
C -0.89 -2.54 -1.63
O -1.69 -3.32 2.25
O -1.47 -2.65 -2.63
C 0.50 2.81 -0.07
N -0.34 1.64 0.23
C -1.64 1.85 0.89
C 0.11 0.43 -0.05
C 1.42 0.07 -0.66
O -0.75 -0.50 0.27
H 0.03 3.74 0.24
H 0.69 2.85 -1.15
H 1.46 2.72 0.47
H -2.44 1.47 0.25
H -1.65 1.34 1.86
H -1.82 2.92 1.06
H 2.00 -0.57 0.03
H 1.26 -0.49 -1.60
H 2.02 0.94 -0.89
*
```

Atom charges from the Mulliken analysis, given in e for atoms 1 to 2: -0.070, 0.323



[6]
Here is 2 unconnected molecules or ions with the total composition C13H14BrIO6 from the OMol25 dataset. Energies are from ωB97M-V with the def2-TZVPD basis set.

Kohn-Sham gap, eV: 1.646
Largest force on an atom, eV/Å: 2.59

ORCA input file:
```
! wB97M-V def2-TZVPD RIJCOSX def2/J DEFGRID3
* xyz -2 1
C -0.03 -2.64 -1.19
C 0.37 -1.52 -1.35
C 1.06 -0.24 -1.58
C 1.01 0.73 -0.36
C -0.12 1.76 -0.34
C -0.37 2.45 -1.67
O -0.91 1.99 -2.61
I 0.28 4.58 -1.84
C 2.30 1.61 -0.54
O 2.59 2.11 0.78
C 2.59 0.97 1.52
O 3.33 0.72 2.42
C 1.47 0.05 0.95
C 0.54 -0.34 2.15
Br 0.74 -2.27 2.51
C -0.93 0.05 2.06
C -1.79 -0.75 1.08
H -0.43 -3.62 -1.03
H 2.10 -0.41 -1.85
H 0.58 0.20 -2.46
H 0.08 2.51 0.43
H -1.08 1.32 -0.08
H 2.26 2.42 -1.27
H 3.19 1.03 -0.81
H 2.02 -0.86 0.70
H 0.96 0.11 3.05
H -1.06 1.12 1.86
H -1.35 -0.09 3.06
H -1.69 -0.49 0.03
H -2.84 -0.56 1.33
H -1.67 -1.83 1.15
C -3.24 -2.63 -1.57
O -3.29 -3.40 -2.59
O -3.61 -1.37 -1.64
O -2.79 -3.05 -0.42
*
```

Atom charges from the Mulliken analysis, given in e for atoms 1 to 2: 0.226, -0.613



[7]
Here is C6H16N2 in the gas phase from the OMol25 dataset. Energies are from ωB97M-V with the def2-TZVPD basis set.

Kohn-Sham gap, eV: 10.019
Largest force on an atom, eV/Å: 4.55

ORCA input file:
```
! wB97M-V def2-TZVPD RIJCOSX def2/J DEFGRID3
* xyz 0 1
N 0.17 -1.78 -1.95
C -0.10 -0.48 -1.38
C -1.10 -0.70 -0.26
C -0.52 -0.91 1.06
C -1.63 -0.82 2.07
C 1.06 0.38 -0.95
N 0.60 1.74 -0.56
C 1.52 2.50 0.27
H 0.54 -1.71 -2.89
H 0.77 -2.43 -1.45
H -0.69 0.09 -2.30
H -1.83 0.03 -0.38
H -1.68 -1.70 -0.52
H 0.12 -0.06 1.28
H 0.10 -1.87 1.21
H -2.00 0.19 2.35
H -1.55 -1.31 3.02
H -2.44 -1.32 1.65
H 1.67 -0.15 -0.13
H 1.85 0.31 -1.78
H -0.19 1.58 -0.07
H 2.57 2.47 0.01
H 1.17 3.50 0.37
H 1.59 2.45 1.33
*
```

Atom charges from the Mulliken analysis, given in e for atoms 1 to 2: -0.652, 0.593



[8]
Here is a molecular structure, C18H26N4O2 from the OMol25 dataset. Energies are from ωB97M-V with the def2-TZVPD basis set.

Kohn-Sham gap, eV: 7.862
Largest force on an atom, eV/Å: 19.75

ORCA input file:
```
! wB97M-V def2-TZVPD RIJCOSX def2/J DEFGRID3
* xyz 0 1
C -4.47 2.58 -0.17
C -3.09 2.47 0.14
C -2.94 2.89 1.63
C -1.39 2.56 2.07
H -1.32 2.72 2.96
H -1.02 1.43 1.98
C -0.11 3.36 1.49
N 0.06 2.80 0.11
C 0.95 1.77 -0.07
C 1.19 1.77 -1.44
C 0.21 2.68 -1.79
N -0.39 3.26 -0.96
C 0.18 3.07 -3.57
H 1.00 3.37 -3.77
H -0.35 2.16 -4.00
H -0.47 3.86 -3.36
C 2.16 0.89 -2.25
N 2.27 -0.43 -2.01
N 1.34 -1.02 -1.09
C 1.75 -2.42 -0.70
O 2.56 -3.13 -1.39
C 0.83 -3.04 0.38
C -0.55 -2.61 0.64
O -0.88 -3.45 1.66
C -0.26 -4.42 1.70
C 1.06 -4.02 0.99
H 2.16 -4.61 0.86
C -0.42 -5.35 2.89
H 0.71 -6.06 2.99
H -0.41 -4.83 3.80
H -1.25 -5.97 2.57
C -1.48 -1.63 -0.08
H -2.48 -1.84 0.29
H -1.17 -0.62 0.42
H -1.27 -1.46 -1.08
H 0.63 -0.56 -0.42
H 2.43 1.24 -3.14
C 1.87 1.23 1.30
H 2.10 1.87 1.84
H 1.06 0.39 1.82
H 2.69 0.71 0.76
H -0.63 4.30 1.47
H 0.60 3.43 2.11
H -2.92 3.78 1.66
H -3.57 2.07 2.28
H -2.42 3.06 -0.57
H -2.69 1.37 0.01
H -4.56 2.34 -1.34
H -5.31 1.90 0.40
H -4.79 3.43 -0.03
*
```

Atom charges from the Mulliken analysis, given in e for atoms 1 to 2: -1.659, 0.940



no.,E (Eh)
1,-1373.266525
2,-1897.508892
3,-305.002748
4,-4651.946693
5,-754.958222
6,-3826.792393
7,-347.633293
8,-1070.254227